Molecular formula: C4H12N2S
Method: DFT, ωB97M-V/def2-TZVPD

XYZ file:
```
19
Properties=species:S:1:pos:R:3:mulliken_charge:R:1
N -0.6257 1.3738 -1.3886 -0.64
C -0.2985 0.5994 -0.2215 0.30
C -0.9526 -0.7998 -0.1811 -0.47
C -1.0024 -1.4030 1.2125 -0.89
S 0.3846 -2.6257 1.5242 -0.23
C 1.2366 0.5439 -0.1011 -0.73
N 1.8221 1.8655 -0.1770 -0.53
H 0.0749 1.3582 -2.1271 0.23
H -1.5090 1.2845 -1.8453 0.21
H -0.6270 1.1455 0.6720 0.19
H -1.9871 -0.5248 -0.4210 0.27
H -0.4369 -1.4185 -0.9075 0.24
H -0.9695 -0.6924 2.0340 0.41
H -1.8918 -2.0167 1.3333 0.37
H 0.1336 -3.3096 0.3895 0.12
H 1.5101 0.0246 0.8171 0.35
H 1.5947 -0.1206 -0.9016 0.28
H 1.1196 2.5828 -0.2913 0.27
H 2.4244 2.1331 0.5806 0.24
```

The molecular weight comes out at 120.22 g/mol. Its HOMO energy is -8.84 eV. The SMILES is NC[C@@H](N)CCS. Its energy above the lowest of the compared OMol25 structures with the same formula, charge and spin is 8.4 kcal per mole. For the HOMO-LUMO gap, the calculation gives 9.78 eV. The calculation puts the total energy at -667.28148 Ha. The net charge is 0.



Molecular formula: C16H39N3O6
Method: DFT, ωB97M-V/def2-TZVPD

XYZ file:
```
64
Properties=species:S:1:pos:R:3:mulliken_charge:R:1
C 1.2648 -0.0482 4.5544 -0.17
C 1.1876 1.4465 4.7966 0.50
O 1.0891 1.9257 5.8949 -0.59
O 1.1329 2.2601 3.7066 -0.32
C 1.8667 1.8857 2.5383 0.03
C 2.2329 3.1352 1.7393 -0.57
N 1.1288 4.0659 1.5873 -0.51
H 1.4672 -0.3210 3.5209 -0.14
H 0.3050 -0.4662 4.8692 0.26
H 2.0368 -0.4634 5.2068 0.25
H 2.7918 1.3777 2.8304 0.42
H 1.2859 1.1918 1.9237 -0.17
H 2.6225 2.7732 0.7743 0.21
H 3.0594 3.6445 2.2421 0.47
H 1.4407 5.0198 1.4928 0.21
H 0.5189 3.8341 0.8163 0.19
C 3.1599 0.7422 -3.0104 -0.75
O 2.8641 -0.6362 -2.9649 -0.31
C 3.9987 -1.4914 -2.9143 -0.82
C 4.0992 -2.1874 -1.5750 -0.15
N 4.4046 -1.2399 -0.5168 -0.23
C 4.3567 -1.7754 0.8361 -0.89
C 3.0360 -2.3432 1.3455 -0.48
O 2.0195 -1.3737 1.5237 -0.31
C 1.2802 -1.0329 0.3629 -0.34
H 2.2273 1.2645 -3.2179 0.23
H 3.5671 1.1165 -2.0635 0.32
H 3.8758 0.9715 -3.8060 0.36
H 4.9113 -0.9222 -3.1175 0.40
H 3.8824 -2.2448 -3.6977 0.39
H 4.9034 -2.9286 -1.6277 0.40
H 3.1597 -2.7344 -1.4132 0.18
H 3.7794 -0.4480 -0.5873 0.00
H 4.6554 -0.9738 1.5168 0.38
H 5.1161 -2.5604 0.9216 0.43
H 3.2245 -2.7653 2.3359 0.39
H 2.6628 -3.1586 0.7140 0.35
H 1.1402 -1.8966 -0.2923 0.31
H 1.7545 -0.2298 -0.2099 0.19
H 0.3018 -0.6790 0.6822 -0.09
C -5.8011 -0.8024 -3.5866 -0.71
O -5.7333 0.3785 -2.8171 -0.35
C -6.4387 0.3286 -1.5838 -0.80
C -5.4875 0.3640 -0.4086 -0.18
N -4.6941 -0.8512 -0.3393 -0.29
C -3.6360 -0.8485 0.6606 -0.96
C -2.5354 0.2000 0.5467 -0.23
O -1.6759 0.0247 -0.5666 -0.33
C -2.1359 0.5712 -1.7874 -0.64
H -5.3724 -0.5760 -4.5613 0.24
H -5.2371 -1.6285 -3.1387 0.29
H -6.8366 -1.1291 -3.7254 0.35
H -7.0639 -0.5687 -1.5417 0.42
H -7.0914 1.2043 -1.5374 0.39
H -6.0750 0.4541 0.5109 0.36
H -4.8813 1.2764 -0.4989 0.17
H -4.2997 -1.0483 -1.2497 0.11
H -3.1599 -1.8318 0.6415 0.41
H -4.0989 -0.7402 1.6476 0.41
H -1.9017 0.1035 1.4328 0.22
H -2.9340 1.2218 0.5501 0.34
H -2.7048 1.4913 -1.6246 0.30
H -2.7585 -0.1300 -2.3498 0.21
H -1.2583 0.8019 -2.3913 0.28
```

The molecular weight comes out at 369.50 g/mol. Its HOMO energy is -8.80 eV. The SMILES is CC(=O)OCCN.COCCNCCOC.COCCNCCOC. For the HOMO-LUMO gap, the calculation gives 9.37 eV. The calculation puts the total energy at -1248.62260 Ha. The net charge is 0.



Molecular formula: C11H14IrN5O5
Method: DFT, ωB97M-V/def2-TZVPD

XYZ file:
```
36
Properties=species:S:1:pos:R:3:mulliken_charge:R:1
Ir 0.3741 -0.0106 0.2570 1.05
C -3.3208 1.2536 0.0335 -1.33
C -2.3607 1.6278 1.1059 0.38
N -1.1003 1.2785 1.3056 -0.57
C -0.6751 1.9247 2.4221 0.70
C -1.6742 2.6684 2.9472 -0.08
N -2.7338 2.4714 2.1032 0.00
C -1.7612 3.5556 4.1348 0.43
O -0.6616 3.6596 4.8596 -0.55
O -2.7985 4.1230 4.3811 -0.62
C 0.7240 1.7200 2.7937 0.83
O 1.2321 2.2534 3.7826 -0.84
O 1.3057 0.9313 1.9679 -0.65
H -2.8384 0.5851 -0.6706 0.20
H -3.6569 2.1576 -0.4770 0.35
H -4.1890 0.7676 0.4811 0.36
H -3.6358 2.9056 2.2241 0.23
H 0.0921 3.1084 4.4934 0.45
O -1.0605 -0.1994 -0.7569 -0.75
N 2.3660 -0.8437 0.6587 -0.78
H 3.0720 -0.6750 -0.0508 0.27
H 2.3322 -1.8459 0.8251 0.28
H 2.6541 -0.3761 1.5187 0.43
N 1.7452 -3.7311 -4.7862 -0.53
C 1.5297 -2.9538 -3.6784 1.16
C 0.4403 -3.1731 -2.8268 -0.72
C 0.2186 -2.3331 -1.7617 -0.29
N 1.0284 -1.3098 -1.4611 -0.36
C 2.0568 -1.0879 -2.2739 -0.37
C 2.3456 -1.8567 -3.3791 -0.76
H 1.3211 -4.6446 -4.7891 0.23
H 2.6729 -3.7199 -5.1777 0.23
H -0.2494 -3.9879 -3.0073 0.30
H -0.6485 -2.4354 -1.1231 0.46
H 2.6696 -0.2150 -2.0656 0.55
H 3.1841 -1.5925 -4.0099 0.32
```

The molecular weight comes out at 488.48 g/mol. Its HOMO energy (spin up / spin down) is -6.87 / -6.93 eV. For the HOMO-LUMO gap (spin up / spin down), the calculation gives 6.99 / 7.05 eV. The calculation puts the total energy at -1181.89231 Ha. The net charge is 0.



Molecular formula: C43H57Br2F4IN6O6S
Method: DFT, ωB97M-V/def2-TZVPD

XYZ file:
```
120
Properties=species:S:1:pos:R:3:mulliken_charge:R:1
C -1.4959 -1.4342 4.8398 -1.46
C -0.1488 -1.6591 4.1666 -0.71
C 0.0543 -0.7597 2.9484 1.52
F 0.6212 0.4487 3.3807 -0.48
C 0.9429 -1.3748 1.8582 0.63
C 2.3091 -1.7436 2.4642 -1.82
C 3.2670 -0.7279 3.0992 -0.68
C 4.7016 -1.1663 2.8294 -1.63
I 3.1940 -0.6599 5.2903 0.07
O 0.3919 -2.7184 1.5951 -0.62
S -1.1154 -2.8859 1.1330 1.92
O -2.0313 -2.9937 2.2314 -0.80
O -1.0951 -4.0067 0.2323 -0.73
C -1.5357 -1.4193 0.1822 0.61
C -0.5062 -0.2771 0.0057 0.24
C -0.5409 0.0083 -1.5235 -1.45
C -1.9158 0.4689 -2.0383 -1.22
C -1.8591 1.5426 -3.1113 0.81
F -3.1289 1.6228 -3.6237 -0.36
Br -1.4177 3.2927 -2.4399 -0.02
C -0.9235 1.1629 -4.2965 0.49
F 0.3404 1.5405 -4.0704 -0.16
F -0.9560 -0.1607 -4.4873 -0.18
Br -1.4943 2.0016 -5.9723 -0.13
C -0.9494 1.0763 0.6410 -2.50
O -2.3211 1.0802 1.0124 0.85
C -2.8470 2.3268 1.2990 0.86
C -2.1410 3.5001 1.0594 -0.52
C -2.6839 4.7724 1.2797 0.60
C -1.8465 5.9644 0.9372 -1.82
C -3.9678 4.8693 1.7817 -1.06
C -4.6726 3.6902 2.0301 -0.82
C -4.1696 2.4131 1.7991 -0.40
C -5.0608 1.2363 2.1284 0.31
C -5.0765 0.0938 1.0976 -1.40
C -4.7312 0.7662 3.5471 -1.60
C 0.9485 -0.6932 0.4357 2.36
C 1.3810 -1.7237 -0.6225 -2.22
O 2.5966 -2.3909 -0.2760 -0.37
N 3.1654 -2.8927 -1.4965 0.11
O 3.3580 -4.0338 -1.4387 -0.39
C 1.8324 0.6005 0.3100 -0.61
C 3.2437 0.5728 -0.2493 -0.13
C 3.4896 0.3230 -1.6058 -0.05
C 4.7717 0.3449 -2.1383 -1.05
C 5.8692 0.6392 -1.3309 -0.51
C 5.6391 0.9543 0.0028 -1.23
C 4.3482 0.9254 0.5262 -0.47
H -2.2945 -1.3781 4.1135 0.18
H -1.7243 -2.2418 5.5300 0.46
H -1.4880 -0.5000 5.4014 0.36
H 0.6066 -1.4370 4.9108 -0.03
H -0.0909 -2.7097 3.9066 0.56
H -0.9383 -0.4794 2.5984 -0.75
H 2.0700 -2.4619 3.2488 0.96
H 2.8803 -2.3420 1.7687 0.80
H 3.0942 0.3043 2.8456 0.70
H 5.4241 -0.4146 3.1282 0.44
H 4.8928 -2.1034 3.3459 0.57
H 4.8153 -1.3786 1.7663 0.31
H -2.4745 -1.0932 0.6112 -0.72
H -1.7719 -1.8893 -0.7686 -0.60
H -0.3241 -0.8937 -2.0834 1.34
H 0.2105 0.7401 -1.8129 0.50
H -2.4011 -0.3605 -2.5505 0.49
H -2.6045 0.8033 -1.2666 -0.19
H -0.3470 1.3609 1.5012 1.77
H -0.7681 1.8512 -0.0989 0.16
H -1.1302 3.4624 0.6840 0.64
H -1.8718 6.0766 -0.1477 0.15
H -0.8038 5.8058 1.2001 0.45
H -2.2477 6.8838 1.3469 0.47
H -4.4602 5.8102 1.9631 0.37
H -5.6751 3.7695 2.4302 0.42
H -6.0738 1.6315 2.1753 0.86
H -4.5191 0.3268 0.1968 0.08
H -4.5902 -0.7843 1.5262 0.33
H -6.0938 -0.2089 0.8667 0.36
H -5.1236 -0.2254 3.7624 0.37
H -3.6641 0.8023 3.7293 0.25
H -5.1768 1.4640 4.2555 0.44
H 1.5308 -1.2405 -1.5804 0.31
H 0.6177 -2.4761 -0.8188 1.45
H 1.3241 1.3354 -0.3078 0.85
H 1.8822 1.0793 1.2864 0.66
H 2.6745 0.1194 -2.2850 0.13
H 4.9248 0.1301 -3.1856 0.47
H 6.8672 0.6283 -1.7367 0.48
H 6.4736 1.2149 0.6372 0.50
H 4.2381 1.2045 1.5622 0.75
C 9.4392 2.5411 -2.9559 -0.83
C 9.2817 2.0236 -1.6055 0.41
N 9.1488 1.6123 -0.5432 -0.40
H 10.4937 2.6228 -3.2120 0.31
H 8.9610 1.8785 -3.6755 0.28
H 8.9856 3.5268 -3.0409 0.26
C 6.2639 -4.8975 -3.3647 -0.53
C 6.7324 -3.7248 -4.0877 0.34
N 7.0973 -2.7985 -4.6576 -0.38
H 7.0978 -5.4291 -2.9100 0.27
H 5.5715 -4.6069 -2.5776 0.06
H 5.7469 -5.5820 -4.0346 0.26
C -3.1085 -4.9619 -2.3734 -1.06
C -2.2957 -3.7812 -2.6105 0.57
N -1.6417 -2.8573 -2.7987 -0.42
H -3.8694 -4.7561 -1.6265 0.12
H -3.6023 -5.2852 -3.2862 0.48
H -2.4947 -5.7816 -2.0087 0.31
C -6.9418 -6.4489 -0.4784 -0.81
C -5.8144 -6.8879 -1.2863 0.43
N -4.9211 -7.2335 -1.9173 -0.42
H -7.8552 -6.9474 -0.7972 0.30
H -6.7698 -6.6809 0.5710 0.27
H -7.0852 -5.3739 -0.5740 0.27
C -3.3642 7.8780 -2.7545 -0.91
C -3.9145 7.4172 -1.4893 0.40
N -4.3487 7.0440 -0.4956 -0.34
H -2.2759 7.8483 -2.7304 0.28
H -3.7069 7.2454 -3.5713 0.27
H -3.6759 8.9011 -2.9561 0.32
```

The molecular weight comes out at 1148.74 g/mol. Its HOMO energy is -8.30 eV. The SMILES is CC[C@@H](F)[C@@]1(C[C@H](C)I)OS(=O)(=O)C[C@@](CC[C@@](F)(Br)C(F)(F)Br)(COc2cc(C)ccc2C(C)C)[C@@]1(CON=O)Cc1ccccc1.CC#N.CC#N.CC#N.CC#N.CC#N. For the HOMO-LUMO gap, the calculation gives 8.16 eV. The calculation puts the total energy at -8695.88396 Ha. The net charge is 0.